{
  "formula": "C42H48Cl76N3O2",
  "method": "wB97M-V/def2-TZVPD",
  "fmax_ha_per_bohr": 0.1113,
  "homo_ev": -10.58,
  "charge": 1,
  "lumo_energy_ev": -2.8608,
  "elements": ["Cl", "Cl", "Cl", "Cl", "Cl", "Cl", "Cl", "Cl", "Cl", "Cl", "Cl", "Cl", "Cl", "Cl", "Cl", "Cl", "Cl", "Cl", "Cl", "Cl", "Cl", "Cl", "Cl", "Cl", "Cl", "Cl", "Cl", "Cl", "Cl", "Cl", "Cl", "Cl", "Cl", "Cl", "Cl", "Cl", "Cl", "Cl", "Cl", "Cl", "Cl", "Cl", "Cl", "Cl", "Cl", "Cl", "Cl", "Cl", "Cl", "Cl", "Cl", "Cl", "Cl", "Cl", "Cl", "Cl", "Cl", "Cl", "Cl", "Cl", "Cl", "Cl", "Cl", "Cl", "Cl", "Cl", "Cl", "Cl", "Cl", "Cl", "Cl", "Cl", "Cl", "Cl", "Cl", "Cl", "O", "O", "N", "N", "N", "C", "C", "C", "C", "C", "C", "C", "C", "C", "C", "C", "C", "C", "C", "C", "C", "C", "C", "C", "C", "C", "C", "C", "C", "C", "C", "C", "C", "C", "C", "C", "C", "C", "C", "C", "C", "C", "C", "C", "C", "C", "C", "H", "H", "H", "H", "H", "H", "H", "H", "H", "H", "H", "H", "H", "H", "H", "H", "H", "H", "H", "H", "H", "H", "H", "H", "H", "H", "H", "H", "H", "H", "H", "H", "H", "H", "H", "H", "H", "H", "H", "H", "H", "H", "H", "H", "H", "H", "H", "H"],
  "xyz": [[-9.394407, -9.601716, 1.490001], [6.134316, -1.554234, -5.739297], [-13.784244, -2.592327, -2.024945], [3.951736, 3.902826, 6.300825], [6.034370, -2.007715, -1.580097], [10.092250, -5.800451, -0.185408], [8.663772, 6.575043, 6.564961], [-1.896668, 7.734472, -3.008209], [12.448983, 6.215820, 4.099595], [-0.054223, -3.921227, 4.065042], [-5.186796, 4.253807, -5.994089], [-0.147061, 17.854458, -0.640800], [11.828086, 3.383180, 3.874258], [6.816175, 5.649900, 4.517952], [-12.089755, -6.315173, 1.866409], [0.297043, -6.263664, -3.524356], [-6.895648, 0.522301, -0.721298], [-8.189394, -0.094148, -3.252959], [0.822500, 0.102496, 5.801393], [2.672473, 5.153147, -2.223691], [7.421898, -4.667020, -0.400044], [-19.636248, 2.814749, -6.655000], [0.091154, 5.608207, -3.058595], [5.255577, 3.349333, 8.841018], [-3.443806, 3.821205, -3.699697], [1.787219, 1.140223, -1.880980], [4.904712, -8.607821, -9.739731], [-0.443617, -5.619352, 1.733856], [-6.248674, -2.013745, 0.887211], [2.064372, -4.567335, -1.952101], [1.525755, 2.606090, 4.501095], [2.704055, 18.079711, -1.172464], [-0.778486, 2.505625, -1.922971], [-15.646504, 0.785690, -0.807511], [0.542760, 1.979346, 0.614705], [-9.766786, -4.908919, -1.409151], [6.235217, -7.960995, -7.234665], [0.576398, 13.576289, -2.473269], [10.600878, 5.290770, 2.052126], [-7.202322, -6.278695, -1.318563], [-17.464414, 0.807802, -3.077860], [0.909180, 10.730182, -2.973550], [14.550196, 1.803203, 7.854891], [1.700198, 15.908682, 0.483492], [-1.629111, 6.047667, -5.363412], [8.031482, -7.208323, -1.678681], [14.631505, 3.650939, 5.609640], [-14.801797, 1.954298, -3.333106], [-2.575236, -5.325599, 3.692879], [2.342663, 7.999827, -1.722693], [-12.025619, -0.947690, -0.389692], [8.043906, 3.742422, 6.339620], [-2.916700, 1.818829, -9.288422], [-8.471411, -5.405727, 1.148017], [-10.686899, -9.104914, -1.068669], [1.950042, 0.083332, 3.116929], [-14.902108, -5.757873, 2.350775], [0.515428, 11.693125, -0.257242], [6.583927, -4.098923, -7.074486], [14.897703, 0.791129, 5.149207], [-5.427141, 5.947547, -3.645628], [-13.644479, -3.023524, 0.848610], [7.775682, -8.143685, -9.695754], [3.670022, 1.284780, 7.544683], [5.460722, -4.043496, -4.392285], [-14.116339, -8.212292, 1.001172], [-8.122662, -10.476171, -0.976496], [-7.409680, -1.982103, 3.553841], [0.514272, -6.648467, -0.647465], [-6.716343, 0.520129, 2.243162], [-1.639151, 4.348990, -8.633651], [-2.003956, 2.327759, -6.573286], [-5.318067, 0.370293, -3.163009], [-16.823205, 2.245785, -7.129939], [-18.856578, 0.354258, -7.996700], [2.278227, 6.116750, 0.493415], [6.250756, 0.606735, 3.688755], [-2.324414, -1.636911, 2.552849], [4.019895, -1.420003, 0.442677], [8.288624, -0.401179, 3.008863], [2.015984, -1.853409, -0.820807], [-0.824689, -5.391208, 3.448443], [4.745293, 2.668025, 7.291187], [6.573277, -3.254452, -5.520992], [11.200880, 5.028287, 3.696468], [-15.772980, 0.687863, -2.568739], [0.778380, 2.364983, -1.097851], [1.943431, 0.900346, 4.691213], [-1.519640, 6.108799, -3.598721], [-6.281553, -1.183580, 2.450809], [7.415906, 5.387978, 6.161919], [-2.683174, 3.050046, -8.039352], [2.982575, 6.478311, -1.089665], [-8.217510, -5.040949, -0.564224], [1.374374, -6.190605, -2.123866], [8.430522, -1.822174, 3.391549], [4.850915, -1.085766, 1.639424], [-0.305691, -1.972197, 0.351083], [-13.670305, -7.022298, 2.231338], [0.518335, -1.999993, -1.038367], [-6.886676, 0.808690, -2.467337], [7.819596, -4.513694, 3.265544], [6.219055, -7.695805, -8.984561], [-18.407793, 1.546464, -6.768423], [9.665503, -3.666931, 4.976398], [3.111360, -2.095596, -1.762590], [6.227537, -0.330406, 1.321806], [8.835758, -4.869730, 4.385399], [1.359665, 16.962973, -0.896128], [15.245750, 2.124944, 6.259883], [6.890342, -0.002649, 2.772970], [-1.828413, -2.506942, 0.185009], [-1.786928, -0.350190, 2.951260], [-9.138718, -9.238558, -0.223104], [-5.057770, 4.320735, -4.232240], [8.364738, -6.162310, -0.291484], [4.362542, -1.810711, -0.911362], [1.218028, 12.053713, -1.840290], [7.649351, -3.019215, 2.784110], [-2.785858, -1.647534, 1.182072], [9.476308, -2.183557, 4.523046], [-12.739098, -2.554280, -0.596242], [2.571884, -1.464028, 0.441756], [0.115305, -1.285577, -1.833215], [2.971527, -2.443342, -2.834654], [-2.987831, -0.615145, 0.730969], [2.188708, -6.896208, -2.280247], [8.068700, -6.689095, 0.614074], [-5.283778, -1.232487, 2.885431], [1.290875, 3.323055, -1.165208], [4.950459, -2.033556, 2.268242], [4.059588, 6.581913, -0.970201], [2.294974, 12.158829, -1.721299], [-7.053070, 1.870522, -2.640996], [-0.243848, -0.888895, 0.738391], [16.325749, 2.207995, 6.367607], [-7.703790, -4.083983, -0.638450], [6.997404, -1.025073, 0.807035], [-11.932754, -3.270715, -0.742734], [0.183541, -2.634726, 1.160677], [-1.663843, 0.395219, 2.092295], [8.958358, -5.951767, 4.747897], [-5.785714, 3.630237, -3.810144], [7.576389, -3.298186, -5.100176], [-15.386923, -0.278999, -2.886680], [10.435568, -3.958784, 5.782739], [-13.605702, -7.530159, 3.191935], [-0.432532, -6.242089, 4.002834], [-2.165733, -2.389959, -0.917660], [-2.407367, 0.159606, 3.785912], [6.898856, -2.863446, 1.939048], [10.123110, -1.373139, 5.006276], [8.607489, 0.126946, 3.851042], [-2.254033, 5.410871, -3.182263], [6.117813, 0.678716, 0.800305], [-3.801454, -2.203659, 1.179284], [0.380827, -3.063256, -1.471477], [7.189741, -5.352917, 2.782909], [6.050530, -6.636206, -9.168805], [5.631414, 2.321324, 6.761715], [10.370090, 5.155452, 4.389015], [-8.624405, -8.282237, -0.297487], [2.945570, 0.837915, 5.111815], [1.243695, 16.340823, -1.781726], [4.219319, -0.351593, 2.274342], [2.066929, -1.214455, 1.433060], [6.584980, 5.514766, 6.854474], [-1.944314, -3.600974, 0.532841], [-18.347258, 1.041053, -5.806303], [-3.652230, 3.475783, -7.793493], [-0.717603, -0.551531, 3.352706]],
  "forces_ev_per_a": [[0.04, 0.08, -0.12], [0.06, -0.13, 0.08], [0.09, -0.06, 0.02], [0.32, -0.06, 0.18], [-2.43, 0.52, 1.23], [-0.25, -0.03, 0.04], [-0.12, -0.16, -0.04], [0.06, -0.11, 0.00], [-0.14, -0.10, 0.00], [0.03, -0.09, -0.05], [-0.14, 0.02, 0.25], [0.12, -0.12, -0.06], [-0.29, 0.11, -0.10], [0.06, -0.04, 0.14], [-0.02, -0.08, 0.04], [0.19, 0.05, 0.17], [-0.08, 0.52, -0.86], [0.13, 0.14, 0.06], [0.20, 0.03, -0.20], [1.12, -0.18, 0.23], [0.01, -0.16, -0.04], [0.11, -0.12, 0.04], [-0.87, 0.37, -0.36], [-0.03, -0.08, -0.18], [-0.91, -1.01, -0.07], [0.09, 0.18, -0.02], [0.10, 0.14, 0.07], [-0.13, 0.24, 0.79], [-0.11, -0.34, 0.31], [0.28, -1.25, -0.12], [-0.14, -0.41, -0.22], [-0.11, -0.13, -0.02], [0.11, -0.25, 0.16], [-0.01, -0.07, -0.19], [0.09, 0.03, -0.15], [0.15, -0.03, 0.02], [-0.01, 0.06, -0.09], [0.05, -0.12, 0.00], [-0.01, 0.00, 0.14], [-0.01, 0.13, 0.00], [0.07, -0.04, 0.03], [0.02, 0.14, 0.03], [0.09, 0.02, -0.12], [-0.03, 0.02, -0.14], [0.01, 0.00, 0.18], [-0.02, 0.11, 0.16], [0.28, -0.14, 0.18], [-0.07, -0.15, 0.03], [0.22, -0.02, -0.03], [0.16, -0.25, 0.12], [0.02, -0.14, -0.06], [0.00, 0.05, -0.02], [-0.02, 0.11, 0.12], [0.03, 0.04, -0.15], [0.16, 0.06, 0.08], [-0.11, 0.30, 0.35], [0.02, -0.22, 0.11], [0.11, 0.03, -0.14], [0.04, 0.11, 0.21], [0.05, 0.08, 0.05], [0.06, -0.22, -0.04], [0.19, 0.10, -0.27], [-0.15, 0.10, 0.07], [0.10, 0.06, 0.08], [0.02, -0.08, -0.03], [0.05, 0.08, 0.15], [-0.03, 0.15, 0.05], [0.18, 0.09, -0.14], [0.41, -0.20, -0.80], [0.12, -0.16, 0.39], [-0.13, -0.08, 0.08], [-0.08, 0.04, -0.11], [-0.03, 0.11, 0.00], [-0.11, -0.08, 0.09], [0.04, 0.06, 0.13], [0.07, -0.06, -0.11], [2.31, -2.16, -3.91], [-0.05, 1.62, -1.35], [-3.70, -1.19, -4.20], [-1.59, -1.07, 1.05], [3.16, 0.99, 2.30], [-0.26, 0.04, 0.13], [0.12, 0.11, 0.07], [0.04, 0.03, -0.19], [0.01, -0.03, 0.01], [0.10, 0.04, 0.05], [-0.28, 0.19, 0.00], [-0.16, 0.35, 0.53], [-0.01, 0.25, 0.11], [-0.11, -0.09, 0.22], [-0.05, 0.18, -0.01], [0.12, -0.04, -0.16], [-0.05, 0.36, 0.08], [-0.07, 0.07, 0.10], [-0.30, -0.40, -0.18], [1.01, -4.46, 1.42], [-0.18, 1.15, 1.07], [0.38, 0.14, -0.01], [-0.04, -0.01, -0.06], [-1.13, -1.81, 0.21], [-0.18, -0.08, 0.08], [2.31, 2.44, 1.83], [0.02, -0.07, -0.08], [-0.03, 0.02, -0.03], [-2.14, 0.26, -2.14], [2.09, 1.85, 4.66], [1.20, -1.04, 1.41], [-0.88, 4.21, -1.79], [-0.01, 0.07, 0.02], [0.00, 0.12, 0.03], [-1.64, 1.41, 2.51], [0.15, 0.88, 0.72], [1.25, 0.43, 0.81], [-0.10, -0.02, 0.01], [-0.09, 0.16, 0.01], [0.24, -0.15, 0.00], [-2.37, -0.68, -1.96], [0.01, 0.01, 0.10], [1.68, -0.72, 2.02], [-1.14, -1.31, -1.32], [-1.77, -3.06, -1.40], [-0.06, 0.07, 0.20], [1.63, -0.45, -1.45], [0.87, -0.59, 1.36], [0.42, 0.83, 1.76], [0.49, -1.17, 0.88], [-0.13, 0.19, 0.04], [0.06, 0.12, -0.19], [-0.16, -0.01, -0.12], [-0.11, -0.19, 0.04], [0.26, 1.28, -1.00], [-0.23, -0.08, -0.04], [-0.23, -0.01, -0.03], [0.01, -0.23, 0.03], [-0.45, -1.59, -0.51], [-0.24, -0.05, -0.02], [-0.12, -0.20, 0.02], [-1.44, 1.42, 0.57], [-0.19, 0.15, 0.03], [-0.50, 0.96, -1.43], [-0.40, -1.11, 1.00], [-0.11, 2.02, -0.59], [0.20, 0.11, -0.11], [-0.22, -0.01, -0.08], [-0.08, 0.21, 0.09], [-1.35, 0.89, -1.44], [-0.01, 0.12, -0.21], [-0.07, 0.18, -0.13], [0.33, -0.20, 1.89], [0.85, -1.01, -1.35], [1.31, -0.19, 1.38], [-1.11, -1.30, -0.83], [-0.41, -0.32, -0.98], [0.67, 0.84, -0.16], [-0.05, -1.54, 0.55], [1.77, 0.95, 0.03], [0.23, 1.95, 0.69], [1.09, 1.72, 0.82], [0.03, -0.23, 0.04], [-0.20, 0.07, 0.08], [0.17, -0.01, -0.13], [-0.12, -0.23, 0.03], [-0.18, -0.03, -0.17], [0.04, 0.12, 0.21], [1.08, -1.30, -1.18], [0.36, -0.74, -2.27], [0.16, -0.06, -0.13], [0.52, 1.70, -0.85], [0.01, 0.12, -0.21], [0.27, -0.12, -0.06], [-1.84, 0.43, -0.46]]
}